{"formula": "H10InO5", "method": "the ωB97M-V functional and the def2-TZVPD basis", "orbital_gap_ev": [4.0, 4.0], "homo_ha": [-1.034, -1.035], "lumo_ev": [-24.18, -24.16], "spin_multiplicity": 2, "total_charge": 4, "s2": 0.7631, "species": ["In", "O", "H", "H", "O", "H", "H", "O", "H", "H", "O", "H", "H", "O", "H", "H"], "coordinates": [[-0.217, -0.511, 0.303], [-2.242, 1.298, -0.834], [-2.444, 1.286, -1.769], [-2.771, 2.014, -0.483], [0.847, 1.811, -1.155], [0.486, 2.506, -1.705], [1.790, 1.978, -1.146], [-1.095, 1.697, 2.018], [-0.446, 2.225, 2.483], [-1.933, 2.108, 2.227], [0.357, -2.928, -1.257], [-0.317, -3.139, -1.903], [1.016, -3.615, -1.366], [1.969, -2.078, 1.541], [2.815, -1.666, 1.720], [2.185, -2.986, 1.327]]}

---

{"formula": "C10H13N3", "method": "the ωB97M-V functional and the def2-TZVPD basis", "orbital_gap_ev": 9.2, "homo_ha": -0.308, "lumo_ev": 0.78, "smiles": "[H]/N=C(\\N)N1CCc2ccccc2C1", "relative_energy_kj_mol": 182.8, "species": ["H", "N", "C", "N", "N", "C", "C", "C", "C", "C", "C", "C", "C", "C", "H", "H", "H", "H", "H", "H", "H", "H", "H", "H", "H", "H"], "coordinates": [[-1.037, 3.692, 1.360], [-1.394, 2.749, 0.891], [-1.104, 1.671, 1.547], [-0.545, 1.670, 2.884], [-1.161, 0.487, 0.845], [-0.726, -0.714, 1.499], [-0.526, -1.778, 0.432], [0.309, -1.274, -0.787], [1.462, -1.975, -1.287], [2.352, -1.411, -2.088], [1.982, -0.093, -2.643], [0.847, 0.534, -2.246], [-0.034, -0.069, -1.317], [-1.215, 0.526, -0.612], [-0.913, 2.558, 3.195], [-0.973, 0.832, 3.408], [0.301, -0.483, 1.930], [-1.417, -1.046, 2.346], [-1.497, -2.075, -0.024], [-0.123, -2.692, 0.834], [1.795, -2.943, -0.968], [3.331, -1.857, -2.261], [2.825, 0.477, -3.194], [0.921, 1.645, -2.479], [-1.370, 1.633, -0.451], [-2.088, -0.066, -0.813]]}

---

{"formula": "C3H6BrN2O", "method": "the ωB97M-V functional and the def2-TZVPD basis", "orbital_gap_ev": [8.5, 9.2], "homo_ha": [-0.471, -0.577], "lumo_ev": [-4.30, -6.51], "spin_multiplicity": 3, "total_charge": 1, "s2": 2.0129, "relative_energy_kj_mol": 85.9, "species": ["C", "C", "C", "N", "N", "O", "Br", "H", "H", "H", "H", "H", "H"], "coordinates": [[-1.207, 0.252, -0.837], [-3.352, 1.008, 0.449], [0.828, 0.216, 0.376], [-0.800, -1.510, 0.513], [-0.422, -0.452, -0.050], [-2.288, 1.325, 0.113], [-4.527, -0.277, -0.058], [-1.940, -0.424, -1.228], [-0.815, 0.914, -1.444], [0.736, 0.817, 1.206], [1.161, 0.802, -0.469], [1.549, -0.565, 0.679], [-0.005, -1.916, 0.948]]}

---

{"formula": "C16H21BiO3", "method": "the ωB97M-V functional and the def2-TZVPD basis", "orbital_gap_ev": [3.2, 3.2], "homo_ha": [0.085, 0.084], "lumo_ev": [5.51, 5.51], "total_charge": -2, "relative_energy_kj_mol": 2.1, "species": ["Bi", "C", "C", "C", "H", "C", "C", "H", "H", "H", "H", "C", "C", "C", "H", "C", "C", "H", "H", "H", "H", "O", "C", "C", "C", "C", "C", "H", "H", "H", "H", "H", "H", "H", "H", "H", "H", "O", "C", "O", "H"], "coordinates": [[-0.304, 0.019, 1.249], [0.841, -2.000, 2.925], [-0.585, -1.911, 2.945], [-1.060, -2.338, 1.643], [-1.230, -1.627, 3.791], [0.095, -2.686, 0.862], [1.246, -2.467, 1.655], [2.276, -2.581, 1.297], [1.495, -1.691, 3.748], [-2.115, -2.456, 1.342], [0.068, -3.049, -0.175], [1.799, 1.723, 1.948], [2.613, 0.620, 1.590], [2.464, 0.374, 0.204], [3.219, 0.035, 2.288], [1.531, 1.309, -0.312], [1.097, 2.154, 0.771], [0.409, 3.007, 0.661], [1.690, 2.163, 2.947], [2.884, -0.445, -0.388], [1.233, 1.428, -1.360], [-1.162, -0.324, -0.602], [-0.704, 0.142, -3.252], [-1.964, 0.387, -2.534], [-0.184, -1.209, -3.451], [-0.031, 1.279, -3.871], [-1.777, 0.854, -1.059], [-2.443, -0.614, -2.451], [-2.543, 1.154, -3.082], [-1.148, 1.776, -1.018], [-2.753, 1.067, -0.571], [-0.667, -1.660, -4.339], [-0.377, -1.862, -2.580], [0.902, -1.200, -3.652], [-0.456, 1.463, -4.874], [1.043, 1.088, -4.011], [-0.159, 2.204, -3.284], [-1.929, 2.285, 4.483], [-1.313, 1.475, 3.821], [-1.455, 1.424, 2.496], [-0.546, 0.691, 4.202]]}

---

{"formula": "C21H30N4O3S", "method": "the ωB97M-V functional and the def2-TZVPD basis", "orbital_gap_ev": 7.7, "homo_ha": -0.258, "lumo_ev": 0.67, "smiles": "CCCCNC(=S)N(CCN(C)C)Cc1cc2cc3c(cc2[nH]c1=O)OCCO3", "relative_energy_kj_mol": 126.2, "species": ["C", "C", "C", "C", "N", "C", "S", "N", "C", "C", "N", "C", "C", "C", "C", "C", "C", "C", "C", "C", "C", "C", "N", "C", "O", "O", "C", "C", "O", "H", "H", "H", "H", "H", "H", "H", "H", "H", "H", "H", "H", "H", "H", "H", "H", "H", "H", "H", "H", "H", "H", "H", "H", "H", "H", "H", "H", "H", "H"], "coordinates": [[-1.935, -4.744, 0.524], [-3.004, -4.046, -0.308], [-2.754, -2.547, -0.465], [-2.878, -1.779, 0.854], [-2.687, -0.367, 0.648], [-1.525, 0.262, 0.860], [-0.275, -0.453, 1.700], [-1.419, 1.548, 0.431], [-2.275, 2.062, -0.621], [-3.648, 2.536, -0.111], [-4.647, 1.476, -0.201], [-5.206, 1.371, -1.536], [-5.693, 1.612, 0.794], [-0.191, 2.249, 0.734], [1.057, 1.567, 0.216], [2.248, 1.744, 0.839], [3.442, 1.114, 0.389], [4.673, 1.249, 1.035], [5.792, 0.587, 0.576], [5.705, -0.220, -0.573], [4.489, -0.380, -1.214], [3.357, 0.276, -0.741], [2.148, 0.152, -1.367], [0.975, 0.774, -1.007], [-0.011, 0.638, -1.717], [6.796, -0.862, -1.095], [8.026, -0.407, -0.574], [7.930, -0.248, 0.941], [6.973, 0.734, 1.265], [-1.952, -4.399, 1.554], [-0.947, -4.543, 0.115], [-2.097, -5.820, 0.522], [-3.984, -4.202, 0.152], [-3.031, -4.498, -1.302], [-1.753, -2.380, -0.867], [-3.474, -2.135, -1.178], [-2.118, -2.117, 1.561], [-3.870, -1.936, 1.290], [-3.445, 0.143, 0.191], [-1.754, 2.899, -1.087], [-2.397, 1.294, -1.390], [-3.542, 2.826, 0.936], [-3.968, 3.424, -0.678], [-5.850, 0.494, -1.584], [-4.404, 1.252, -2.262], [-5.797, 2.256, -1.811], [-5.249, 1.593, 1.788], [-6.270, 2.541, 0.679], [-6.377, 0.768, 0.706], [-0.095, 2.340, 1.822], [-0.262, 3.255, 0.312], [2.301, 2.347, 1.734], [4.761, 1.868, 1.914], [4.443, -1.014, -2.085], [2.089, -0.439, -2.188], [8.286, 0.562, -1.023], [8.773, -1.151, -0.852], [7.646, -1.212, 1.388], [8.876, 0.089, 1.366]]}

---

{"formula": "C12H21HgN3O3S2", "method": "the ωB97M-V functional and the def2-TZVPD basis", "orbital_gap_ev": 1.9, "homo_ha": -0.526, "lumo_ev": -12.42, "total_charge": 2, "species": ["C", "O", "C", "C", "N", "C", "C", "C", "S", "C", "S", "N", "C", "C", "O", "C", "C", "N", "C", "O", "H", "H", "H", "H", "H", "H", "H", "H", "H", "H", "H", "H", "H", "H", "H", "H", "H", "H", "H", "H", "H", "Hg"], "coordinates": [[3.223, 1.117, 1.025], [3.471, -0.315, 1.252], [3.778, -1.031, 0.001], [2.436, -1.754, -0.663], [2.969, -2.932, -1.482], [1.369, -2.321, 0.445], [-0.071, -1.507, 0.485], [-1.204, -2.350, 1.331], [-2.868, -1.503, 1.480], [-3.088, -0.173, 0.141], [-3.104, -0.695, -1.478], [-3.217, 1.250, 0.634], [-1.883, 1.887, 0.958], [-1.026, 2.128, -0.419], [-1.843, 2.587, -1.570], [-3.124, 3.164, -1.132], [-4.074, 2.113, -0.265], [1.870, -0.761, -1.653], [1.347, -1.415, -2.775], [0.458, -2.150, -3.500], [2.432, 1.461, 1.847], [2.726, 1.365, -0.019], [4.221, 1.723, 1.126], [4.109, -0.201, -0.790], [4.649, -1.820, 0.091], [3.783, -2.573, -2.062], [3.398, -3.657, -0.864], [1.870, -2.448, 1.506], [1.090, -3.429, 0.099], [-0.455, -1.497, -0.645], [0.131, -0.424, 0.907], [-0.701, -2.620, 2.375], [-1.323, -3.400, 0.777], [-1.360, 1.206, 1.757], [-2.067, 2.951, 1.464], [-0.572, 1.077, -0.734], [-0.085, 2.834, -0.217], [-2.883, 4.096, -0.432], [-3.658, 3.603, -2.078], [-4.715, 2.811, 0.461], [-4.854, 1.534, -0.918], [-1.154, 2.067, 3.532]]}

---

{"formula": "C3H7FOS", "method": "the ωB97M-V functional and the def2-TZVPD basis", "orbital_gap_ev": 9.9, "homo_ha": -0.332, "lumo_ev": 0.84, "smiles": "CC(=O)F.CS", "relative_energy_kj_mol": 0.0, "species": ["C", "C", "O", "F", "H", "H", "H", "C", "S", "H", "H", "H", "H"], "coordinates": [[2.257, -2.691, -1.407], [2.599, -2.517, 0.032], [1.904, -2.511, 0.982], [3.950, -2.358, 0.197], [1.498, -1.962, -1.685], [1.830, -3.684, -1.545], [3.134, -2.582, -2.037], [-1.603, 2.489, 1.266], [-0.855, 0.902, 0.769], [-0.828, 3.052, 1.774], [-1.936, 3.031, 0.385], [-2.431, 2.303, 1.942], [-2.002, 0.277, 0.513]]}

---

These records have DFT total energy values of -570.0133; -553.0479; -2876.2034; -1062.4066; -1661.1618; -1808.4945; -691.7987 a.u., in the order they appear.